[1]
A 2-piece molecular cluster, C8H11ClN2S overall in a non-equilibrium geometry, computed with wB97M-V/def2-TZVPD.

The geometry in XYZ format:
```
23
Properties=species:S:1:pos:R:3:forces:R:3:nbo_charge:R:1
C -0.340134 0.835991 1.081240 0.3353 1.0974 0.7956 -0.41
C -1.999864 -0.213900 -0.367099 -0.9947 1.2280 1.4782 -0.30
C -3.037006 0.504410 0.026617 -2.0265 1.1193 0.2060 -0.09
C 3.006573 -1.836461 -0.113849 0.2167 -0.4838 -3.2910 0.01
C -0.662462 -0.022625 0.164689 0.9407 -2.0697 -2.0770 -0.14
C 3.068930 1.036168 -0.349811 -1.6196 -1.2098 0.9216 0.26
C -4.505325 0.348411 -0.363930 1.6144 -0.1447 -0.5277 -0.64
C 1.833618 -1.223793 0.256735 -2.7711 1.1982 -1.2565 -0.36
N 4.010796 -1.870057 0.634162 1.2371 -0.3977 1.7579 -0.63
N 2.212601 1.780279 -0.752995 -0.2690 1.5708 -1.7775 -0.65
S 0.407851 -1.118941 -0.810013 0.9501 0.2492 1.2177 0.29
Cl 4.620839 0.896652 0.210744 1.0318 0.5281 -0.0862 0.11
H 0.558232 0.983824 1.623564 0.9902 -0.1946 -0.1609 0.22
H -1.063130 1.591981 1.245879 -0.8443 0.4127 0.7576 0.20
H -2.237784 -1.144855 -0.782529 -0.0052 -1.1108 -1.3623 0.22
H -3.057822 1.350628 0.720301 1.1739 -0.1096 -0.1412 0.18
H 3.067710 -2.132080 -1.202902 -0.0356 0.1826 0.7950 0.15
H -5.022540 0.019849 0.541498 -0.3529 -0.1299 -0.3792 0.22
H -4.844035 1.375337 -0.632806 -0.1325 -0.9326 -0.0718 0.22
H -4.523702 -0.367707 -1.212340 -0.7555 0.4514 0.5610 0.21
H 1.453048 -1.297159 1.230436 0.2500 0.4763 1.6649 0.22
H 4.796395 -2.204990 0.114951 0.7254 -0.4758 -0.1508 0.33
H 2.257210 2.709032 -1.262531 0.3414 -1.2551 1.1265 0.39
```
Forces are in eV/Å.

The relative energy (zero: lowest compared OMol25 entry of this formula, charge and spin) comes out at 43.8 kJ/mol. The net charge is 0. The calculation puts the electronic energy at -34805.85696 eV. Its HOMO energy (spin up / spin down) is -0.2723 / -0.2738 Ha.



[2]
C20H16ClFN4S in the gas phase in a non-equilibrium geometry, computed with wB97M-V/def2-TZVPD.

The geometry in XYZ format:
```
43
Properties=species:S:1:pos:R:3:forces:R:3:nbo_charge:R:1
N 0.665474 2.521874 1.293169 0.2139 0.3084 0.4561 -0.63
N 0.292603 2.138165 0.010091 -0.3872 -0.4052 -0.7480 -0.21
C 1.106827 1.993230 -1.080984 -0.0005 0.2850 0.0891 0.32
C 2.585835 2.111276 -1.016681 -0.0604 -0.0400 0.0940 -0.48
C 3.162636 1.082746 -0.074401 0.2348 0.2637 0.2188 0.02
C 3.771250 1.493786 1.085494 -0.0834 0.0097 -0.3250 -0.23
C 4.297492 0.571845 2.002290 0.0767 -0.3049 0.1686 -0.22
C 4.202332 -0.767248 1.755839 0.0746 0.1964 0.1484 -0.21
C 3.582274 -1.237207 0.578922 -0.1350 0.1822 -0.1994 0.03
C 3.475995 -2.618344 0.312784 -0.0481 -0.1635 -0.0991 -0.20
C 2.873551 -3.068095 -0.827504 0.1149 -0.0999 0.2279 -0.21
C 2.355297 -2.151702 -1.753959 -0.0564 0.2153 -0.1216 -0.20
C 2.444070 -0.805611 -1.529785 -0.0435 -0.1121 -0.1696 -0.19
C 3.053288 -0.306166 -0.357103 0.1626 -0.2488 0.2690 -0.10
N 0.384132 1.695661 -2.124078 1.1185 0.0170 -0.4206 -0.29
N -0.904749 1.656261 -1.759335 -0.8814 0.1497 0.3868 -0.33
C -0.958675 1.911286 -0.479050 0.0281 0.0580 0.0931 0.16
S -2.382052 1.974666 0.520655 -0.1944 0.0945 0.1126 0.23
C -3.591964 1.311154 -0.692042 0.1796 0.2584 0.1353 -0.54
C -4.219529 0.056364 -0.190732 -0.1550 -0.0529 0.0835 -0.15
C -5.551050 0.040058 0.218626 0.2077 -0.2951 -0.0371 0.42
F -6.265402 1.180697 0.139302 0.0393 0.0047 0.0139 -0.32
C -6.179835 -1.094287 0.694015 -0.0309 0.1580 -0.0209 -0.28
C -5.456038 -2.270479 0.776410 0.0263 0.1387 -0.0387 -0.18
C -4.129229 -2.299611 0.386675 0.1498 -0.0151 -0.0369 -0.24
C -3.521024 -1.148008 -0.088889 -0.3166 -0.0789 0.0872 0.01
Cl -1.861456 -1.218735 -0.567434 -0.0042 -0.1341 -0.0159 0.03
H 1.332906 1.852191 1.676564 -0.2952 -0.0556 -0.1317 0.38
H -0.165341 2.558015 1.878636 0.1528 -0.0516 -0.1173 0.38
H 2.845248 3.111529 -0.660986 0.0837 -0.0353 -0.0638 0.24
H 2.976555 1.983775 -2.026888 -0.0562 0.0765 -0.0023 0.25
H 3.855232 2.550181 1.300124 -0.0248 0.1140 -0.0359 0.22
H 4.774005 0.934838 2.900990 0.0483 -0.0135 0.0818 0.22
H 4.600747 -1.487579 2.455723 0.0425 -0.0612 0.0752 0.21
H 3.883121 -3.313972 1.033055 0.0313 -0.0749 0.0528 0.21
H 2.794646 -4.127430 -1.023649 0.0072 -0.0802 0.0158 0.21
H 1.882628 -2.516537 -2.653818 -0.0446 0.0055 -0.0835 0.22
H 2.033314 -0.119467 -2.253028 -0.0552 0.0268 -0.0777 0.24
H -3.006554 1.152520 -1.598778 -0.1471 0.0144 -0.0285 0.30
H -4.337734 2.089168 -0.845093 0.1031 -0.1181 -0.0896 0.25
H -7.214760 -1.041375 0.990932 -0.1088 0.0245 0.0235 0.23
H -5.927512 -3.167302 1.145794 -0.0428 -0.0874 0.0347 0.22
H -3.558540 -3.212112 0.448109 0.0761 -0.0731 -0.0052 0.23
```
Forces are in eV/Å.

The relative energy (zero: lowest compared OMol25 entry of this formula, charge and spin) comes out at 0.0 kJ/mol. The net charge is 0. The calculation puts the electronic energy at -53034.84524 eV. As for the structure (SMILES): Nn1c(Cc2cccc3ccccc23)nnc1SCc1c(F)cccc1Cl. Its HOMO energy is -0.3067 Ha.



[3]
C5H8O in the gas phase in a non-equilibrium geometry, computed with wB97M-V/def2-TZVPD.

The geometry in XYZ format:
```
14
Properties=species:S:1:pos:R:3:forces:R:3:nbo_charge:R:1
C -0.677250 0.993089 0.706464 -0.2100 -0.1675 0.9058 -0.04
O -1.550383 0.176724 -0.073003 -0.2575 -0.0970 0.1004 -0.54
C -0.940155 -1.055008 -0.459038 0.0091 -0.2156 -0.1978 -0.05
C 0.546461 -0.913916 -0.211508 -0.1021 -0.1454 -0.2542 -0.26
C 1.051414 0.419258 -0.598188 0.9436 -0.0993 -0.6704 -0.42
C 0.605684 0.140035 0.839744 0.3042 1.8504 -1.4255 -0.28
H -0.569574 1.935128 0.106029 0.3157 -0.6686 0.8365 0.17
H -1.054143 1.308761 1.666168 -0.8804 -0.3457 0.4810 0.17
H -1.169080 -1.235811 -1.513551 -0.1446 0.0516 0.0818 0.18
H -1.347878 -1.872796 0.151039 0.0900 0.0456 -0.1509 0.18
H 1.218872 -1.756541 -0.322785 -0.2964 -0.1787 0.6572 0.24
H 0.387972 0.957022 -1.279367 0.3497 0.1714 0.5211 0.21
H 2.054978 0.782279 -0.563605 0.8649 -0.7138 -0.8999 0.22
H 1.443088 0.121778 1.551607 -0.9863 0.5127 0.0150 0.23
```
Forces are in eV/Å.

The relative energy (zero: lowest compared OMol25 entry of this formula, charge and spin) comes out at 265.0 kJ/mol. The net charge is 0. The calculation puts the electronic energy at -7359.50907 eV. As for the structure (SMILES): C1OC[C@H]2C[C@@H]12. Its HOMO energy is -0.3357 Ha.



[4]
C22H37GeIrNO6P3Se2 as an isolated structure, computed with wB97M-V/def2-TZVPD.

The geometry in XYZ format:
```
73
Properties=species:S:1:pos:R:3:forces:R:3:lowdin_charge:R:1
Ir -0.052228 -1.274981 -0.022530 0.3192 0.1379 0.2707 0.74
N 2.773095 -2.295701 3.304346 -0.0172 0.0209 0.0345 0.20
C 2.536971 -1.054735 2.466225 -0.0238 -0.0700 -0.0227 -0.50
C 3.590272 -0.015933 2.851310 0.0317 0.0546 0.0066 -0.06
P 0.828656 -0.503390 2.979000 0.0342 0.0743 0.1503 0.35
O 0.807538 1.068299 2.776636 -0.0043 0.0353 -0.0310 -0.10
O 0.722787 -0.959039 4.378515 0.0077 -0.0174 -0.0889 -0.24
O -0.191369 -1.059495 1.977131 -0.1182 -0.1516 -0.2848 -0.49
P 2.679212 -1.396531 0.679052 -0.0246 -0.0018 0.0696 0.38
O 1.580117 -2.686163 0.533763 -0.1211 -0.0129 0.0384 -0.25
O 4.005600 -1.819924 0.249915 -0.0105 0.0369 -0.0078 -0.21
O 1.838583 -0.292641 0.036902 0.0428 -0.1035 -0.0127 -0.41
H 2.263473 -2.123498 4.197823 0.0187 -0.0068 -0.0363 0.15
H 3.768107 -2.459540 3.468877 0.0108 0.0013 -0.0175 0.18
H 2.370691 -3.133437 2.878937 -0.0266 -0.0001 0.0103 0.16
H 3.515195 0.240885 3.909883 -0.0124 -0.0149 -0.0020 0.11
H 3.441282 0.891979 2.269348 0.0121 -0.0018 -0.0017 0.10
H 4.592877 -0.391344 2.639339 -0.0006 0.0035 -0.0032 0.10
H 0.975559 1.571899 3.585397 -0.0013 -0.0084 0.0036 0.11
H 1.920848 -3.381721 -0.053611 0.0301 0.0050 -0.0040 0.09
Se -2.192904 -2.510134 -0.142748 0.0598 0.0395 0.1287 0.50
P -3.307596 -0.617679 -0.152976 0.0261 -0.0541 0.0658 0.43
Se -1.451793 0.707991 -0.196386 -0.0625 -0.0158 -0.1722 0.61
C -4.207788 -0.234789 1.332469 -0.0981 -0.0306 -0.0917 -0.41
C -5.600033 -0.366390 1.313225 -0.0114 0.0145 0.0164 -0.07
C -6.315656 -0.175173 2.483385 0.0034 0.0096 0.0061 -0.04
C -5.650759 0.144944 3.658626 -0.0295 -0.0052 -0.0071 -0.03
C -4.266508 0.267382 3.677217 0.0491 0.0117 -0.0113 -0.04
C -3.538055 0.072706 2.518203 -0.0035 -0.0147 0.0416 -0.09
C -4.359781 -0.372364 -1.565368 0.0058 0.0263 -0.0492 -0.44
C -4.476294 -1.350942 -2.552483 0.0111 0.0110 0.0290 -0.11
C -5.298207 -1.119991 -3.644795 -0.0104 0.0072 0.0027 -0.05
C -5.979704 0.083448 -3.757337 -0.0058 -0.0122 -0.0122 -0.03
C -5.856793 1.062741 -2.776968 -0.0014 0.0118 0.0201 -0.04
C -5.054921 0.838189 -1.673260 0.0243 -0.0031 -0.0337 -0.08
H -6.122016 -0.615635 0.398829 0.0055 -0.0087 0.0187 0.11
H -7.392184 -0.274602 2.475967 -0.0013 -0.0014 -0.0003 0.12
H -6.214852 0.298096 4.568781 0.0002 -0.0016 0.0033 0.12
H -3.755716 0.511142 4.598594 0.0010 -0.0017 -0.0023 0.12
H -2.459353 0.147797 2.541373 0.0624 -0.0132 -0.0145 0.08
H -3.942641 -2.287988 -2.460905 0.0182 -0.0019 -0.0001 0.08
H -5.409150 -1.880776 -4.405120 0.0016 -0.0014 0.0009 0.12
H -6.618681 0.260278 -4.612190 0.0021 0.0002 -0.0021 0.12
H -6.396012 1.995424 -2.869629 0.0000 0.0012 -0.0004 0.12
H -4.977417 1.592159 -0.898815 0.0062 0.0091 0.0019 0.12
C 3.921013 -3.056837 -3.411930 0.0312 0.0012 0.0252 -0.08
C 2.485040 -3.122458 -2.911462 0.0415 -0.0646 -0.0376 -0.25
C 1.842208 -1.741812 -2.858621 -0.0159 0.0934 0.0622 -0.27
C 0.398154 -1.794125 -2.358189 -0.3015 0.0099 -0.1644 -0.39
Ge -0.540650 0.005573 -2.423259 0.0084 0.1213 0.0298 0.75
C 0.610193 1.521867 -2.830531 -0.0003 -0.0230 0.0424 -0.31
C 1.296588 1.470736 -4.199299 -0.0249 0.0018 0.0080 -0.28
C 0.360498 1.102119 -5.343849 0.0296 0.0217 0.0096 -0.29
C 1.046688 1.175594 -6.700839 -0.0127 -0.0085 -0.0115 -0.09
H 4.372607 -4.046714 -3.439544 0.0068 -0.0082 -0.0091 0.08
H 4.530202 -2.425436 -2.762066 -0.0258 -0.0235 -0.0077 0.08
H 3.962041 -2.645242 -4.421642 -0.0149 -0.0061 0.0056 0.08
H 2.472744 -3.583063 -1.913217 0.0181 0.0200 -0.0240 0.09
H 1.884773 -3.780573 -3.546468 0.0192 0.0047 -0.0035 0.12
H 1.856586 -1.319868 -3.865502 -0.0313 0.0019 -0.0153 0.11
H 2.442632 -1.071151 -2.241704 0.0115 -0.0056 0.0189 0.10
H 0.269111 -2.604160 -1.621976 0.0175 -0.0807 0.0169 0.01
H -0.295867 -2.213460 -3.102672 0.0577 0.0222 0.0288 0.09
H -1.854257 -0.211160 -3.168633 0.0064 -0.0171 -0.0142 0.00
H 1.331709 1.616445 -2.016474 -0.0290 -0.0233 0.0167 0.08
H -0.067860 2.377288 -2.773842 0.0128 0.0340 -0.0057 0.08
H 2.135371 0.775654 -4.173413 0.0456 -0.0164 0.0149 0.10
H 1.735730 2.453915 -4.385133 -0.0408 0.0125 -0.0098 0.13
H -0.513022 1.761540 -5.329138 -0.0102 0.0040 -0.0040 0.12
H -0.025475 0.081816 -5.193194 -0.0004 -0.0263 0.0144 0.09
H 1.401148 2.187566 -6.899265 -0.0016 -0.0009 0.0039 0.08
H 0.367674 0.896571 -7.504865 0.0005 -0.0007 -0.0038 0.08
H 1.908368 0.507258 -6.742017 0.0030 0.0000 0.0034 0.08
```
Forces are in eV/Å.

The relative energy (zero: lowest compared OMol25 entry of this formula, charge and spin) comes out at 0.0 kJ/mol. The net charge is +2. The calculation puts the electronic energy at -255096.32187 eV. Its HOMO energy is -0.5264 Ha.